# 1
C2HClO | ωB97M-V/def2-TZVPD

As for the HOMO-LUMO gap (alpha / beta): 7.53 / 10.41 eV. As for the multiplicity: 3. The value obtained for the lowest unoccupied orbital energy (alpha / beta) is -0.083 / -0.351 eV.

Each line ends with the Mulliken charge.
Positions of all 5 atoms, in Å:
C1 -0.629 -0.183 -0.663  0.0091
C2 1.594 -0.095 0.735  -0.1110
O1 -1.320 0.507 0.174  -0.2584
Cl1 2.686 -0.737 -0.292  -0.0061
H1 -2.332 0.509 0.046  0.3664

***

# 2
C13H8AlN3O4SbSe4 | ωB97M-V/def2-TZVPD

As for the HOMO-LUMO gap: 5.01 eV. As for the charge: -1. The value obtained for the lowest unoccupied orbital energy is 0.647 eV.

Each line ends with the Mulliken charge.
Positions of all 34 atoms, in Å:
Al1 0.207 0.548 -2.357  0.3878
O1 1.482 -1.668 4.246  -0.5750
N1 0.451 -1.033 4.138  0.9486
O2 -0.243 -0.684 5.071  -0.5900
C1 -0.010 -0.696 2.778  0.3310
C2 -1.350 -0.652 2.610  -0.9514
C3 -1.892 -0.392 1.319  0.7631
C4 -3.269 -0.335 1.038  -0.6660
C5 -3.680 -0.071 -0.242  -0.9595
C6 -2.714 0.140 -1.238  -0.3260
N2 -1.427 0.088 -0.990  -0.0093
C7 -1.011 -0.179 0.258  0.0668
C8 0.405 -0.210 0.460  0.4738
N3 1.166 0.037 -0.637  0.3913
C9 2.476 0.120 -0.491  -0.5998
C10 3.096 -0.110 0.751  -0.9064
C11 2.351 -0.411 1.847  -0.6650
C12 0.938 -0.464 1.723  0.4114
H1 -2.003 -0.820 3.454  0.5072
H2 -3.986 -0.495 1.833  0.4383
H3 -4.728 -0.017 -0.498  0.3916
H4 -2.998 0.365 -2.259  0.5860
H5 3.047 0.324 -1.386  0.5428
H6 4.170 -0.015 0.811  0.4634
H7 2.821 -0.593 2.800  0.5112
Se1 2.268 5.099 -4.181  -0.6438
Sb1 1.962 3.270 -2.675  0.5715
Se2 -0.495 2.815 -2.099  -0.4807
Se3 2.128 0.983 -3.768  -0.6415
Se4 3.180 3.193 -0.572  -0.6002
O3 -0.326 -2.489 -1.803  -0.5059
C13 -0.585 -2.067 -2.914  0.0647
O4 -0.461 -0.842 -3.324  -0.1329
H8 -0.969 -2.739 -3.701  0.4031

***

# 3
C2BrO4 | ωB97M-V/def2-TZVPD

As for the HOMO-LUMO gap: 7.74 eV. As for the charge: -1. The value obtained for the lowest unoccupied orbital energy is 3.326 eV.

Each line ends with the Mulliken charge.
Positions of all 7 atoms, in Å:
C1 0.022 1.305 -0.368  0.6849
C2 -0.377 -1.902 -0.069  0.8270
O1 0.590 1.924 -1.212  -0.4422
O2 0.246 -1.802 -1.055  -0.4354
O3 -0.885 -2.144 0.927  -0.3783
O4 -0.700 0.418 -0.014  -0.5178
Br1 1.104 2.201 1.791  -0.7382

***

# 4
C4H12 | ωB97M-V/def2-TZVPD

As for the HOMO-LUMO gap: 12.00 eV. The value obtained for the lowest unoccupied orbital energy is 1.120 eV. Its SMILES is CC.CC.

Each line ends with the Mulliken charge.
Positions of all 16 atoms, in Å:
C1 -0.842 -2.460 1.112  -0.9829
C2 0.054 -1.130 1.323  -0.3757
H1 -1.909 -2.211 1.368  0.2641
H2 -0.781 -2.832 0.151  0.3154
H3 -0.431 -3.170 1.747  0.3237
H4 -0.722 -0.416 1.038  0.0345
H5 0.445 -1.210 2.308  0.2914
H6 1.038 -1.120 0.568  0.1285
C3 -0.149 2.147 -0.688  -0.6165
C4 0.911 1.523 -1.690  -0.7979
H7 -0.686 3.001 -0.881  0.4209
H8 -0.750 1.309 -0.235  0.0455
H9 1.760 0.808 -1.276  0.2230
H10 1.185 2.238 -2.513  0.3363
H11 0.294 0.922 -2.495  0.2112
H12 0.582 2.601 0.162  0.1784

***

# 5
C37H42IN3O6P3S3Ti | ωB97M-V/def2-TZVPD

As for the HOMO-LUMO gap (alpha / beta): 4.33 / 4.54 eV. As for the charge: -2. As for the multiplicity: 2. The value obtained for the lowest unoccupied orbital energy (alpha / beta) is 3.476 / 3.476 eV.

Each line ends with the Mulliken charge.
Positions of all 96 atoms, in Å:
Ti1 1.718 0.538 1.797  0.4047
C1 -5.299 -0.791 -2.898  -0.6114
S1 -4.445 -0.214 -4.375  -0.2045
C2 -3.330 1.001 -3.631  -1.1179
C3 -2.254 0.412 -2.732  1.0415
C4 -1.489 1.523 -2.020  -1.5844
N1 -0.427 1.063 -1.132  -0.0793
P1 -0.553 1.037 0.652  1.2760
C5 -2.150 0.123 0.757  1.6415
C6 -3.376 0.750 0.523  -0.7477
C7 -4.561 0.025 0.511  -0.8480
C8 -4.542 -1.344 0.733  -0.8132
C9 -3.330 -1.975 0.983  -1.0642
C10 -2.146 -1.251 1.001  -0.4742
C11 -1.096 2.776 0.933  0.5991
C12 -0.644 3.780 0.082  -0.3541
C13 -0.968 5.111 0.308  -0.6928
C14 -1.759 5.457 1.392  -0.6468
C15 -2.212 4.464 2.251  -0.7916
C16 -1.876 3.137 2.031  -0.3818
P2 1.133 0.606 -1.648  0.8375
C17 1.192 1.389 -3.315  0.3393
C18 0.923 0.750 -4.522  -0.3422
C19 1.025 1.437 -5.725  -0.8158
C20 1.392 2.775 -5.736  -0.4917
C21 1.670 3.423 -4.539  -0.6262
C22 1.582 2.732 -3.340  -0.2263
C23 1.020 -1.168 -2.120  0.2575
C24 2.192 -1.780 -2.562  -0.6639
C25 2.218 -3.132 -2.864  -0.6684
C26 1.073 -3.901 -2.701  -0.6600
C27 -0.088 -3.310 -2.226  -0.8403
C28 -0.113 -1.952 -1.935  0.3680
H1 -6.058 -1.503 -3.221  0.4038
H2 -5.789 0.036 -2.383  0.1837
H3 -4.627 -1.288 -2.200  0.0791
H4 -3.932 1.730 -3.080  0.3778
H5 -2.877 1.530 -4.472  0.4361
H6 -1.573 -0.199 -3.329  0.0262
H7 -2.705 -0.242 -1.981  -0.7590
H8 -2.193 2.100 -1.417  0.6858
H9 -1.098 2.223 -2.768  0.6116
H10 -3.415 1.820 0.363  0.2430
H11 -5.500 0.538 0.333  0.4491
H12 -5.465 -1.913 0.727  0.3727
H13 -3.298 -3.039 1.185  0.5280
H14 -1.208 -1.741 1.233  0.1300
H15 0.000 3.523 -0.747  0.1071
H16 -0.578 5.876 -0.353  0.4197
H17 -2.007 6.496 1.580  0.3510
H18 -2.812 4.724 3.116  0.4042
H19 -2.180 2.365 2.726  0.4592
H20 0.628 -0.293 -4.522  0.3071
H21 0.810 0.925 -6.656  0.3998
H22 1.469 3.312 -6.675  0.3542
H23 1.968 4.465 -4.536  0.4345
H24 1.826 3.232 -2.408  0.3175
H25 3.100 -1.192 -2.654  0.3487
H26 3.140 -3.593 -3.199  0.3571
H27 1.096 -4.963 -2.911  0.3369
H28 -0.975 -3.908 -2.055  0.3996
H29 -1.006 -1.508 -1.516  0.2680
O1 3.175 4.279 1.131  -0.7344
C29 2.839 3.201 1.590  0.5876
O2 1.875 2.465 1.122  0.2322
C30 3.613 2.515 2.784  0.4423
O3 4.595 3.060 3.259  -0.7485
O4 3.106 1.380 3.096  -0.5071
C31 1.882 -5.345 4.353  -1.2121
C32 2.317 -4.409 3.235  -0.0198
O5 2.514 -3.099 3.715  -0.4012
P3 1.385 -1.836 3.399  -0.2793
S2 -0.149 0.641 3.311  -0.5391
S3 1.248 -1.986 1.306  -0.4718
O6 0.022 -2.696 3.819  -0.1230
C33 -0.597 -2.330 5.049  -0.4878
C34 -2.062 -2.027 4.812  -0.8467
H30 1.743 -6.364 3.979  0.3767
H31 0.940 -4.999 4.777  0.1768
H32 2.631 -5.369 5.148  0.2840
H33 1.582 -4.423 2.425  0.2089
H34 3.265 -4.763 2.808  0.3896
H35 -0.092 -1.463 5.487  0.4399
H36 -0.490 -3.171 5.747  0.3283
H37 -2.150 -1.157 4.161  -0.0594
H38 -2.570 -1.827 5.761  0.4313
H39 -2.547 -2.881 4.333  0.2642
I1 7.593 -1.490 1.712  0.0370
C35 5.872 -0.546 1.108  -0.6622
C36 5.789 0.631 0.400  -0.4231
N2 4.480 0.867 0.224  0.0634
N3 3.718 -0.077 0.787  0.5743
C37 4.545 -0.948 1.340  -0.1598
H40 6.546 1.301 0.031  0.4246
H41 4.010 1.654 -0.204  0.0594
H42 4.149 -1.794 1.881  0.3040

***

# 6
C3H5NO4 | ωB97M-V/def2-TZVPD

As for the HOMO-LUMO gap: 8.44 eV. The value obtained for the lowest unoccupied orbital energy is -0.791 eV.

Each line ends with the Mulliken charge.
Positions of all 13 atoms, in Å:
C1 -1.540 -0.708 -0.025  -0.0325
C2 0.492 0.103 0.057  -0.1906
C3 3.067 -0.133 -0.322  0.2576
H1 -3.783 1.469 0.632  0.3476
H2 -2.053 -1.492 0.356  0.5006
H3 0.386 0.536 -0.979  0.2719
H4 0.306 0.844 0.938  0.2877
H5 3.764 -0.977 -0.563  0.3005
N1 -1.976 0.530 0.003  -0.2508
O1 -3.278 0.466 -0.374  -0.4644
O2 -0.312 -1.061 0.293  -0.2299
O3 1.775 -0.665 -0.174  -0.2538
O4 3.153 1.089 0.160  -0.5440

***

# 7
C18H24N2O5 | ωB97M-V/def2-TZVPD

As for the HOMO-LUMO gap: 8.06 eV. The value obtained for the lowest unoccupied orbital energy is 0.385 eV. Its SMILES is CCOC(=O)c1cc(NC(=O)CCC(=O)O)ccc1N1CCCCC1.

Each line ends with the Mulliken charge.
Positions of all 49 atoms, in Å:
C1 -4.866 1.418 1.778  -1.2212
C2 -3.661 2.214 1.314  -0.2267
H1 -3.250 2.830 2.123  0.3157
H2 -3.922 2.881 0.483  0.2729
O1 -2.658 1.301 0.873  -0.3178
C3 -1.478 1.845 0.521  0.3198
O2 -1.278 3.038 0.561  -0.6125
C4 -0.471 0.822 0.181  0.1120
C5 -0.504 -0.358 0.920  -0.0592
C6 0.520 -1.286 0.857  0.5187
C7 1.624 -1.009 0.050  -0.8838
C8 1.652 0.131 -0.715  -0.8164
C9 0.596 1.063 -0.719  0.1265
N1 0.601 2.112 -1.583  0.3988
C10 1.831 2.550 -2.214  -1.0166
H3 2.092 1.914 -3.072  0.4075
C11 1.677 3.994 -2.680  -0.9847
C12 0.624 4.091 -3.788  -0.4796
C13 -0.452 3.021 -3.579  -0.8732
C14 -0.613 2.709 -2.094  -0.8874
H4 -1.433 1.998 -1.951  0.5866
H5 -0.867 3.623 -1.543  0.3080
H6 -0.178 2.103 -4.102  0.3046
H7 -1.408 3.357 -3.982  0.3785
H8 1.090 3.954 -4.765  0.3138
H9 0.175 5.085 -3.774  0.2915
H10 1.380 4.600 -1.824  0.2952
H11 2.639 4.365 -3.034  0.4021
H12 2.640 2.490 -1.481  0.6665
H13 2.505 0.290 -1.353  0.4161
H14 2.447 -1.703 0.011  0.4710
N2 0.405 -2.450 1.640  -0.1252
C15 1.231 -3.511 1.717  0.8311
O3 2.280 -3.618 1.096  -0.8024
C16 0.733 -4.594 2.664  -0.5587
H15 -0.081 -5.135 2.171  0.3001
H16 0.323 -4.122 3.560  0.4349
C17 1.835 -5.580 3.074  -0.8660
H17 2.768 -5.036 3.242  0.3634
C18 2.082 -6.663 2.022  0.5499
O4 1.839 -7.821 2.229  -0.5906
O5 2.583 -6.240 0.871  -0.5099
H18 2.666 -5.251 0.851  0.4211
H19 1.549 -6.083 3.997  0.3167
H20 -0.442 -2.485 2.191  0.2055
H21 -1.342 -0.523 1.582  0.4868
H22 -5.650 2.097 2.099  0.3980
H23 -4.594 0.773 2.609  0.3059
H24 -5.241 0.800 0.966  0.3127